C13H18NO8PS2Ti | wB97M-V/def2-TZVPD

Values from the calculation:
Orbital gap ... 7.4 eV
ΔE to the lowest compared entry with this formula, charge and spin ... 0.0 kJ/mol

Structure (ORCA input):
```
! wB97M-V def2-TZVPD RIJCOSX def2/J DEFGRID3
* xyz 0 1
Ti -0.85338 1.46333 1.05451
O -4.10608 0.02770 -1.45651
C -3.03012 0.29569 -0.73527
O -2.76538 1.39882 -0.30196
C -2.12273 -0.86272 -0.49927
C -2.24399 -2.14776 -0.98752
C -1.23555 -3.05550 -0.66554
C -0.15880 -2.66048 0.11246
C -0.12238 -1.34757 0.56002
N -1.08865 -0.50484 0.25017
C 0.97270 -0.71095 1.40502
O 1.93394 -1.34750 1.74852
O 0.71820 0.54485 1.67106
H -4.61149 0.84933 -1.56268
H -3.08769 -2.42993 -1.60001
H -1.29459 -4.07164 -1.03145
H 0.64579 -3.33177 0.37692
O -1.77067 2.17271 2.45495
O -2.09960 0.81205 2.21714
C 4.40976 3.62046 -1.18365
C 3.63417 3.68375 0.11514
C 4.39182 3.10215 1.28811
O 2.42691 2.88317 -0.01796
P 1.00187 3.39023 -0.48327
S 0.98305 5.06285 -1.42838
S 0.09072 1.77903 -1.27573
O 0.14707 3.36529 0.98421
C -0.10699 4.47421 1.92666
C -1.29083 5.28145 1.44470
C 1.14987 5.27261 2.20301
H 5.33246 4.19624 -1.09284
H 3.82159 4.03136 -2.00238
H 4.66762 2.58550 -1.41530
H 3.33682 4.71615 0.30993
H 4.61810 2.05470 1.09059
H 3.80317 3.15281 2.20420
H 5.32884 3.63997 1.43627
H -0.38095 3.94026 2.83478
H -1.06839 5.79205 0.50974
H -1.54731 6.02362 2.20234
H -2.15517 4.63035 1.30707
H 1.47732 5.83319 1.32997
H 1.95267 4.61242 2.53404
H 0.94091 5.97684 3.00908
*
```


C7H14O4Sn | wB97M-V/def2-TZVPD

Values from the calculation:
Orbital gap ... 6.9 eV

Structure (ORCA input):
```
! wB97M-V def2-TZVPD RIJCOSX def2/J DEFGRID3
* xyz 0 1
C 1.24161 3.19175 -0.52851
O 2.24810 2.69171 0.29316
C -0.08089 2.42283 -0.44377
O 0.09082 1.06435 -0.80269
C -0.02711 0.07611 0.25713
C 0.65692 -1.19611 -0.14179
O 2.09549 -1.03762 0.03393
C 2.88688 -2.16413 -0.28306
Sn 2.06645 0.84857 0.68984
H 1.55935 3.18623 -1.59280
H 1.00270 4.24567 -0.27856
H -0.80741 2.86437 -1.14628
H -0.49284 2.51587 0.57829
H 0.49969 -1.46398 -1.20109
H 0.34334 -2.03106 0.50218
H 3.92759 -1.91379 -0.05201
H 2.56972 -3.03068 0.31672
H 2.79023 -2.40422 -1.35198
H -0.74357 0.02846 1.09011
C -3.45318 -1.25099 1.19720
O -3.17146 -0.21271 0.24652
C -2.34485 -0.41444 -0.75982
H -4.53747 -1.41690 1.19770
H -2.91697 -2.17300 0.92403
H -3.12575 -0.90860 2.18762
H -2.27743 -1.51767 -0.93207
*
```


C4H5ClO2 | wB97M-V/def2-TZVPD

Values from the calculation:
Orbital gap (alpha / beta) ... 8.4 / 8.0 eV
ΔE to the lowest compared entry with this formula, charge and spin ... 631.8 kJ/mol

Structure (ORCA input):
```
! wB97M-V def2-TZVPD RIJCOSX def2/J DEFGRID3
* xyz 0 1
C 0.91412 0.15325 -1.46241
C -1.41053 -0.08861 2.15951
C 1.00587 0.09775 -0.14648
C -0.38240 0.07632 2.90485
O 0.81793 1.23126 0.58688
O 1.13637 1.17474 1.85048
Cl 0.30359 -0.18252 4.37276
H 0.93893 -0.69407 -2.06919
H 0.70575 1.14383 -1.98863
H -2.35789 -0.51501 2.42003
H -1.37896 0.30088 1.08478
H 0.92073 -0.83020 0.57932
*
```


C22H20N4O4 | wB97M-V/def2-TZVPD

Values from the calculation:
Orbital gap ... 7.5 eV
ΔE to the lowest compared entry with this formula, charge and spin ... 456.1 kJ/mol
SMILES ... O=c1nc(/C=C/c2ccc(O)c([N+](=O)[O-])c2)[nH]c2c1CCN(Cc1ccccc1)C2

Structure (ORCA input):
```
! wB97M-V def2-TZVPD RIJCOSX def2/J DEFGRID3
* xyz 0 1
O -3.94345 0.88469 -1.45627
C -2.91261 0.43454 -0.94430
N -2.34969 1.23799 0.02980
C -1.24596 0.84022 0.57134
C -0.65222 1.70214 1.57162
C -1.19005 2.93381 1.92370
C -0.66817 3.78544 2.99130
C -1.47388 4.78565 3.53746
C -1.09173 5.52928 4.64062
C 0.19405 5.38241 5.16734
O 0.55627 6.17109 6.23005
C 1.08360 4.42442 4.58418
N 2.42088 4.19657 5.05457
O 3.19179 3.64105 4.28149
O 2.72281 4.55212 6.19266
C 0.60002 3.62400 3.52128
N -0.63371 -0.33729 0.22276
C -1.12308 -1.16210 -0.76084
C -2.30466 -0.82105 -1.37534
C -2.98371 -1.74235 -2.38004
C -2.34335 -3.14097 -2.43145
N -0.88351 -3.10614 -2.34166
C -0.08423 -4.17896 -2.97366
C 1.31835 -3.75508 -3.24996
C 2.42694 -4.45395 -2.67429
C 3.73251 -4.05396 -2.93592
C 3.93675 -2.89697 -3.70759
C 2.86457 -2.15707 -4.20651
C 1.57348 -2.64429 -4.01937
C -0.36566 -2.45862 -1.08574
H 0.20370 1.33164 2.08922
H -2.09892 3.28319 1.41633
H -2.48614 4.93310 3.21722
H -1.82186 6.22582 5.03783
H 1.45815 5.94030 6.46795
H 1.27305 2.85489 3.15115
H 0.28101 -0.52166 0.63741
H -4.09616 -1.80697 -2.31381
H -2.82336 -1.31345 -3.38103
H -2.74474 -3.77168 -1.63106
H -2.57378 -3.61321 -3.37732
H -0.07638 -5.04037 -2.29631
H -0.59461 -4.51151 -3.92288
H 2.21657 -5.30838 -2.04122
H 4.53451 -4.65667 -2.51702
H 4.98714 -2.62293 -3.90943
H 3.01873 -1.26196 -4.76372
H 0.77192 -1.99479 -4.42520
H 0.69447 -2.20834 -1.19640
H -0.49562 -3.15363 -0.21893
*
```